Entry 1:
178
Properties=species:S:1:pos:R:3:mulliken_charge:R:1 method="wB97M-V/def2-TZVPD" gap_ev=8.110 total_energy_ev=-98693.1210 e_homo_ev=-7.839 largest_force_ev_per_a=4.08 e_lumo_ha=0.010
O -4.46 0.65 -6.51 -0.5400
C -4.32 0.23 -5.22 0.0672
C -3.39 -0.67 -4.82 -0.2281
C -3.16 -0.88 -3.44 -0.3875
C -3.88 -0.26 -2.48 0.0005
O -3.51 -0.35 -1.15 -0.6222
C -4.91 0.64 -2.91 -0.5312
C -5.05 0.84 -4.23 -0.1038
H -5.36 0.42 -6.75 0.3878
H -2.75 -1.22 -5.49 0.4423
H -2.19 -1.30 -3.20 0.4881
H -2.63 -0.71 -1.05 -0.0136
H -5.33 1.38 -2.25 0.3773
H -5.69 1.69 -4.45 0.2218
O 0.12 -8.67 -1.99 -0.5828
C 0.07 -7.47 -1.34 0.8114
C -0.97 -6.56 -1.66 -0.7423
C -0.90 -5.28 -1.12 -0.8371
C 0.24 -4.98 -0.25 -0.0677
O 0.11 -3.77 0.43 0.1973
C 1.19 -5.88 0.02 -0.2938
C 1.13 -7.14 -0.56 -0.6661
H -0.52 -8.66 -2.71 0.3099
H -1.72 -6.84 -2.38 0.3269
H -1.61 -4.49 -1.32 0.6651
H 0.60 -3.76 1.26 -0.3227
H 1.95 -5.62 0.75 0.5657
H 1.93 -7.85 -0.41 0.4310
O -0.72 6.79 2.37 -0.5907
C -1.78 5.94 2.80 0.7700
C -2.03 4.78 2.07 0.0987
C -3.23 4.09 2.33 -0.7683
C -4.03 4.41 3.41 0.4010
O -5.12 3.71 3.71 -0.5533
C -3.71 5.51 4.20 -0.5300
C -2.62 6.33 3.86 -0.6503
H -0.56 6.71 1.43 0.2976
H -1.40 4.61 1.20 -0.3060
H -3.42 3.21 1.73 0.6447
H -5.46 3.53 2.82 0.3219
H -4.40 5.78 4.99 0.4381
H -2.34 7.18 4.47 0.4096
O 0.86 -3.38 3.28 -0.3669
C 1.24 -2.67 4.39 -0.4967
C 0.65 -1.50 4.73 -0.2751
C 1.08 -0.85 5.89 -0.4835
C 2.00 -1.44 6.73 0.3719
O 2.24 -0.98 8.02 -0.5231
C 2.48 -2.70 6.37 -0.4440
C 2.12 -3.30 5.23 -0.2945
H 0.16 -4.02 3.40 0.1869
H -0.08 -1.08 4.05 0.6331
H 0.59 0.05 6.23 0.4810
H 3.05 -1.43 8.27 0.2831
H 3.01 -3.31 7.09 0.3503
H 2.42 -4.31 4.98 0.4735
O 0.95 6.21 -5.18 -0.5153
C 1.51 5.65 -4.06 0.0494
C 0.75 5.48 -2.90 -0.3102
C 1.24 4.90 -1.75 0.3025
C 2.57 4.44 -1.66 0.1324
O 3.00 3.88 -0.49 -0.6680
C 3.29 4.46 -2.84 -0.9647
C 2.78 5.11 -3.95 -0.4044
H 1.64 6.51 -5.77 0.3232
H -0.25 5.90 -2.95 0.3659
H 0.60 4.69 -0.92 0.4480
H 2.26 3.61 0.07 0.4655
H 4.29 4.06 -2.86 0.4863
H 3.38 5.04 -4.85 0.3008
O 0.98 3.06 1.00 -0.6697
C 0.61 1.80 0.47 0.2849
C 0.44 0.83 1.40 0.0074
C -0.09 -0.37 1.01 -0.4969
C -0.55 -0.59 -0.30 0.4642
O -1.07 -1.76 -0.73 1.1017
C -0.43 0.43 -1.19 0.3932
C 0.11 1.65 -0.79 -0.0292
H 1.54 2.84 1.75 0.3413
H 0.71 0.96 2.43 0.1574
H -0.16 -1.17 1.74 -0.1217
H -0.73 -2.49 -0.22 -0.8246
H -0.65 0.32 -2.24 0.4298
H 0.33 2.47 -1.46 -0.2133
O 2.37 2.61 3.20 -0.2702
C 2.01 2.79 4.53 0.1873
C 0.75 3.02 4.99 -0.4145
C 0.47 3.06 6.36 -0.7631
C 1.42 2.61 7.23 0.6414
O 1.17 2.61 8.61 -0.5962
C 2.70 2.37 6.83 -0.6077
C 3.00 2.32 5.47 -0.6569
H 3.32 2.76 3.23 0.0945
H -0.07 3.30 4.35 0.6520
H -0.57 3.31 6.49 0.4130
H 0.27 2.37 8.82 0.3292
H 3.55 2.02 7.40 0.3601
H 3.92 1.93 5.04 0.3426
C -0.95 3.49 -6.34 -1.4821
C -1.43 2.28 -5.56 0.2042
C -1.61 2.62 -4.03 1.9978
C -2.71 3.69 -3.69 -1.0994
C -2.79 3.76 -2.18 1.6632
C -3.91 4.71 -1.71 -1.6986
H 0.11 3.63 -6.13 0.2152
H -1.55 4.38 -6.14 0.3292
H -1.02 3.43 -7.43 0.4700
H -2.31 1.92 -6.09 0.1377
H -0.62 1.55 -5.55 -0.4213
H -0.66 3.05 -3.73 -0.2370
H -1.78 1.72 -3.43 -0.9822
H -2.48 4.66 -4.14 0.5280
H -3.66 3.29 -4.05 0.1921
H -2.97 2.75 -1.82 -0.3307
H -1.90 4.18 -1.71 -0.5570
H -4.01 4.77 -0.62 0.2997
H -3.77 5.78 -1.88 0.3956
H -4.92 4.49 -2.07 0.3853
C 4.33 -4.06 -2.44 -1.8265
C 3.09 -3.20 -2.38 1.3066
C 2.62 -2.61 -3.69 -1.4023
C 1.39 -1.72 -3.48 0.8530
C 1.01 -1.00 -4.80 -0.1695
C 1.84 0.27 -5.02 -1.1644
H 4.64 -4.41 -1.45 0.3413
H 5.22 -3.65 -2.91 0.4069
H 4.27 -4.96 -3.06 0.4264
H 2.23 -3.76 -2.00 -0.3981
H 3.33 -2.39 -1.68 -0.0637
H 2.48 -3.46 -4.35 0.3966
H 3.45 -2.17 -4.23 0.4958
H 0.54 -2.37 -3.30 -0.0821
H 1.57 -1.04 -2.64 -0.1883
H 1.06 -1.72 -5.61 0.5122
H -0.05 -0.77 -4.75 -0.3415
H 1.59 0.93 -4.18 0.1558
H 2.92 0.15 -5.08 0.3584
H 1.54 0.92 -5.85 0.3842
C 3.89 -2.63 1.84 -1.0051
C 4.19 -1.31 2.53 0.3429
C 4.05 -0.15 1.53 1.4877
C 5.31 0.09 0.58 -0.9960
C 6.56 0.79 1.16 -0.4974
C 7.75 0.80 0.16 -1.1542
H 4.53 -2.97 1.02 0.5309
H 2.92 -2.60 1.33 -0.1095
H 3.86 -3.43 2.58 0.3828
H 3.42 -1.11 3.27 -0.3235
H 5.16 -1.36 3.03 0.4965
H 3.65 0.76 1.99 -0.8006
H 3.15 -0.27 0.92 -0.4644
H 5.59 -0.78 -0.01 0.3646
H 4.91 0.82 -0.12 0.3759
H 6.20 1.76 1.51 0.2611
H 6.84 0.43 2.15 0.3842
H 8.65 0.83 0.78 0.3241
H 7.77 -0.06 -0.51 0.3433
H 7.67 1.73 -0.39 0.2682
C -4.47 -7.08 -0.19 -1.0503
C -5.43 -5.87 -0.15 -0.3920
C -5.42 -4.98 1.16 -1.1409
C -4.19 -4.11 1.42 0.6102
C -4.51 -3.03 2.48 -0.9254
C -3.26 -2.22 2.90 -0.8858
H -3.42 -6.83 -0.04 0.1701
H -4.36 -7.51 -1.18 0.3328
H -4.70 -7.77 0.62 0.3403
H -5.17 -5.13 -0.90 0.2293
H -6.48 -6.14 -0.28 0.3246
H -5.61 -5.61 2.03 0.4141
H -6.27 -4.29 1.10 0.4190
H -3.38 -4.77 1.74 0.2015
H -3.97 -3.60 0.49 -0.1750
H -5.14 -2.25 2.04 0.3218
H -5.01 -3.50 3.32 0.4153
H -2.71 -1.78 2.07 -0.0458
H -3.46 -1.34 3.51 0.5175
H -2.60 -2.77 3.57 0.3169

Entry 2:
202
Properties=species:S:1:pos:R:3:mulliken_charge:R:1 method="wB97M-V/def2-TZVPD" gap_ev="5.702 / 2.006" total_energy_ev=-144110.7259 total_charge=+1 e_homo_ev="-9.089 / -9.089" largest_force_ev_per_a=5.31 spin_multiplicity=2 e_lumo_ha="-0.124 / -0.260"
C -0.99 1.70 3.46 -1.2541
O -0.60 1.04 2.21 0.2637
C 0.49 1.51 1.49 -0.0149
C 0.88 0.19 0.67 -1.8125
N -0.06 0.03 -0.47 1.4463
C 0.00 -1.27 -1.22 -0.2167
C 1.27 -1.69 -1.91 -1.4946
O 1.76 -0.82 -2.90 0.0940
C 2.77 -1.61 -3.58 -0.6857
H -0.02 1.82 3.93 0.4130
H -1.73 1.13 4.02 0.2888
H -1.07 2.79 3.42 0.4744
H 1.23 1.87 2.21 0.5609
H 0.16 2.40 0.96 -0.6505
H 0.97 -0.77 1.19 0.6960
H 1.87 0.25 0.21 0.6843
H -0.95 0.08 0.00 -0.4417
H -0.80 -1.34 -1.97 -0.0084
H -0.50 -1.95 -0.53 0.0899
H 1.07 -2.69 -2.28 0.6088
H 1.91 -1.74 -1.03 0.5624
H 3.54 -1.88 -2.86 0.4210
H 3.24 -1.21 -4.49 0.0037
H 2.43 -2.58 -3.94 0.2812
C -2.61 3.81 5.96 -0.3839
O -3.26 3.31 7.10 -0.3659
C -3.72 4.37 8.01 -0.8965
C -2.81 4.95 9.12 -0.6571
N -1.60 5.72 8.65 -0.2244
C -0.97 6.45 9.74 -0.6480
C -1.74 7.66 10.33 -0.4539
O -1.05 8.94 9.96 -0.4008
C 0.11 9.19 10.67 -0.7595
H -2.56 3.00 5.22 -0.1299
H -1.62 4.20 6.20 0.2253
H -3.14 4.67 5.56 0.5181
H -4.72 4.10 8.36 0.5157
H -4.10 5.23 7.46 0.4191
H -2.41 4.01 9.49 0.2681
H -3.41 5.36 9.93 0.4362
H -1.91 6.40 7.97 0.2525
H 0.05 6.61 9.41 0.4290
H -0.92 5.66 10.49 0.3004
H -2.00 7.60 11.38 0.3903
H -2.66 7.68 9.75 0.3221
H 0.18 8.93 11.72 0.3331
H 0.29 10.27 10.67 0.2854
H 0.95 8.75 10.14 0.2695
C -2.39 -3.68 -3.64 -0.3365
O -2.39 -4.54 -4.79 -0.5704
C -1.31 -4.23 -5.75 0.5787
C -1.28 -5.18 -6.98 -1.1561
N -0.12 -6.06 -7.03 -0.2722
C 1.19 -5.48 -6.89 0.2559
C 2.26 -6.62 -6.85 -0.6840
O 2.64 -6.78 -5.50 -0.2941
C 1.56 -7.45 -4.76 -1.0120
H -3.39 -3.67 -3.20 0.2901
H -2.04 -2.67 -3.82 0.0447
H -1.67 -4.22 -3.02 0.3229
H -0.37 -4.14 -5.19 0.0391
H -1.55 -3.20 -5.99 0.0472
H -1.25 -4.46 -7.80 0.3635
H -2.22 -5.73 -7.12 0.3740
H -0.25 -6.87 -6.43 0.3360
H 1.23 -4.99 -5.92 0.1173
H 1.47 -4.84 -7.72 -0.0877
H 3.05 -6.18 -7.46 0.2271
H 2.05 -7.55 -7.38 0.3777
H 1.97 -7.98 -3.90 0.3383
H 1.20 -8.23 -5.44 0.4406
H 0.62 -6.95 -4.53 0.2888
C -3.73 1.09 -5.06 -0.0860
C -3.31 1.39 -6.44 -0.9224
C -2.01 1.03 -6.77 0.6840
C -1.15 0.36 -5.88 -1.1264
C -1.52 0.16 -4.56 -0.3245
C -2.77 0.61 -4.17 -0.2368
O -3.35 0.43 -2.99 -0.1565
O -1.63 1.23 -8.08 -0.5067
H -4.73 1.38 -4.77 0.4882
H -3.92 1.96 -7.13 0.3935
H -0.19 -0.02 -6.21 0.4236
H -0.80 -0.40 -3.98 0.8791
H -3.49 1.27 -2.55 0.0113
H -2.34 1.38 -8.71 0.3139
C -4.00 -0.63 2.60 -0.3510
C -5.23 -0.19 2.18 -0.7994
C -5.47 -0.02 0.81 0.9881
C -4.59 -0.65 -0.10 -0.3159
C -3.38 -1.26 0.31 -0.3273
C -3.09 -1.31 1.71 0.4032
O -1.96 -2.09 2.03 0.1931
O -6.61 0.57 0.33 -0.4708
H -3.82 -0.65 3.67 0.5474
H -5.99 0.24 2.81 0.4434
H -4.78 -0.47 -1.14 0.0991
H -2.84 -1.91 -0.36 0.4131
H -1.42 -1.92 2.81 0.0461
H -6.78 0.31 -0.58 0.3698
C 0.91 2.74 -3.69 0.5061
C 1.47 3.35 -4.82 -1.3179
C 1.92 4.62 -4.66 0.7045
C 1.96 5.23 -3.43 -1.0372
C 1.46 4.62 -2.34 -0.0963
C 0.95 3.30 -2.48 -0.3360
O 0.25 2.76 -1.41 0.1493
O 2.32 5.42 -5.74 -0.5801
H 0.31 1.84 -3.74 0.1608
H 1.28 3.02 -5.83 0.6916
H 2.15 6.28 -3.25 0.4142
H 1.41 5.16 -1.40 0.3063
H 0.02 1.83 -1.43 -0.0864
H 2.31 4.80 -6.47 0.3014
C 2.33 -2.22 -8.81 -0.1308
C 1.80 -0.98 -8.46 -0.7425
C 2.47 -0.15 -7.57 0.8881
C 3.78 -0.52 -7.17 -1.1465
C 4.24 -1.76 -7.49 -0.0326
C 3.56 -2.67 -8.29 0.2273
O 3.97 -3.98 -8.37 -0.4962
O 1.95 1.02 -7.30 -0.4029
H 1.72 -2.83 -9.46 0.4840
H 0.86 -0.63 -8.87 0.4555
H 4.23 0.30 -6.62 0.4804
H 5.17 -2.03 -7.01 0.1260
H 4.91 -4.13 -8.25 0.2840
H 2.44 1.48 -6.62 0.1563
C 6.46 -3.24 -4.59 -0.8828
C 5.89 -4.45 -4.41 -0.4758
C 5.43 -4.85 -3.12 -0.0638
C 5.57 -3.98 -2.06 -0.2727
C 6.10 -2.76 -2.26 -0.7950
C 6.59 -2.43 -3.51 1.1000
O 7.16 -1.19 -3.54 -0.5877
O 4.67 -5.96 -2.86 -0.5681
H 6.86 -3.06 -5.57 0.6655
H 5.79 -5.21 -5.17 0.4658
H 5.08 -4.24 -1.14 0.5114
H 6.20 -2.06 -1.45 0.2695
H 7.47 -0.80 -2.72 0.3195
H 4.12 -6.33 -3.56 0.2802
C -2.60 4.76 -0.10 0.1814
C -2.66 3.30 -0.62 0.8940
O -3.88 3.31 -1.47 -0.4236
C -4.67 4.26 -1.00 0.4811
O -5.69 4.55 -1.53 -0.5358
O -3.90 5.09 -0.16 -0.4042
H -1.98 5.44 -0.69 0.1373
H -2.13 4.67 0.88 -0.0263
H -2.31 2.58 0.13 -0.2170
H -1.87 3.34 -1.36 -0.2589
C 4.24 -0.88 3.95 -0.1426
C 3.15 -1.10 2.75 0.4387
O 3.68 -2.21 2.07 -0.2605
C 4.95 -2.55 2.49 0.4609
O 5.70 -3.23 1.79 -0.5364
O 5.34 -1.68 3.49 -0.3514
H 3.71 -1.17 4.86 0.1453
H 4.41 0.20 4.01 0.3425
H 3.00 -0.18 2.17 -0.0069
H 2.30 -1.50 3.30 -0.0722
C -2.10 -6.18 1.75 -0.1400
C -1.71 -5.28 0.57 0.3039
O -2.44 -5.85 -0.44 -0.2857
C -3.53 -6.54 0.06 0.5613
O -4.46 -6.94 -0.60 -0.5159
O -3.27 -6.80 1.39 -0.3445
H -2.28 -5.56 2.63 0.2260
H -1.24 -6.83 1.87 0.2686
H -0.70 -5.51 0.23 0.2973
H -1.98 -4.22 0.64 -0.4328
C 1.62 5.24 1.28 0.4745
C 1.62 5.23 2.82 -0.5327
O 0.33 5.57 3.09 -0.3169
C -0.19 6.38 2.02 0.5689
O -1.18 7.06 2.12 -0.5061
O 0.64 6.07 0.94 -0.3111
H 1.37 4.23 0.97 -0.3473
H 2.64 5.49 0.97 0.4476
H 2.23 6.01 3.27 0.3204
H 1.96 4.28 3.23 0.2893
C 0.59 2.19 7.24 0.4002
C -0.32 1.21 7.96 -0.3973
O -0.07 -0.07 7.36 -0.3062
C 0.98 0.00 6.59 0.7556
O 1.48 -1.04 6.06 -0.6365
O 1.43 1.23 6.55 -0.4009
H 1.13 2.89 7.89 0.3424
H -0.01 2.83 6.59 -0.2972
H -1.39 1.35 7.80 0.2925
H -0.09 1.12 9.02 0.2340
C -2.97 -3.36 7.14 -0.3842
C -1.57 -3.93 7.24 -0.4120
O -1.10 -3.44 5.93 -0.2284
C -1.58 -2.23 5.72 0.5569
O -1.20 -1.53 4.81 -0.7282
O -2.79 -2.12 6.49 -0.2652
H -3.33 -3.29 8.17 0.3496
H -3.61 -3.93 6.46 0.2563
H -1.54 -4.97 7.57 0.3902
H -0.99 -3.46 8.03 0.2554